w | H5N2O2P | ωB97M-V/def2-TZVPD

XYZ file:
```
10
Properties=species:S:1:pos:R:3:mulliken_charge:R:1
N 0.88 1.08 1.12 -0.539
P 0.28 0.32 -0.05 0.853
N 0.58 -1.29 -0.33 -0.555
O 0.84 0.90 -1.46 -0.484
O -1.84 0.14 -0.18 -0.703
H 0.24 1.21 1.89 0.249
H -0.08 -1.87 0.21 0.300
H 0.46 -1.58 -1.29 0.260
H 0.22 1.62 -1.71 0.331
H -2.26 0.84 0.46 0.288
```

Results
Frontier orbital gap in eV: 10.45

x | H5N2O2P | ωB97M-V/def2-TZVPD

XYZ file:
```
10
Properties=species:S:1:pos:R:3:mulliken_charge:R:1
N 0.93 0.77 1.33 -0.764
P 0.13 0.21 -0.10 0.915
N -0.98 -1.03 -0.16 -0.542
O 1.05 -0.40 -1.29 -0.511
O -0.41 1.61 -0.54 -0.512
H 1.25 0.05 1.90 0.156
H -0.79 -2.04 -0.09 0.249
H -1.78 -0.93 -0.75 0.244
H 2.00 -0.24 -1.27 0.331
H 0.00 2.15 0.16 0.433
```

Results
Frontier orbital gap in eV: 9.19

How do the energies compare? Relative to the most stable structure, in kcal/mol: w 21.3; x 0.0.

w | C6H30O10 | ωB97M-V/def2-TZVPD

XYZ file:
```
46
Properties=species:S:1:pos:R:3:mulliken_charge:R:1
C 1.84 2.90 -0.22 -1.180
C 0.82 2.17 -0.68 0.520
C 0.39 2.27 -2.12 -1.502
C 0.06 1.27 0.21 -0.397
C -0.07 -0.04 0.01 0.620
C -0.88 -0.93 0.91 -1.272
H 2.42 3.57 -0.82 0.350
H 2.13 2.86 0.83 0.244
H -0.09 3.22 -2.34 0.359
H 1.24 2.17 -2.79 0.467
H -0.29 1.47 -2.42 0.200
H -0.38 1.78 1.06 0.574
H 0.44 -0.52 -0.82 0.440
H -1.93 -0.91 0.60 0.284
H -0.85 -0.60 1.95 0.283
H -0.56 -1.97 0.84 0.151
O -3.07 1.40 2.06 -0.720
H -3.75 0.72 2.02 0.305
H -2.94 1.69 1.11 0.414
O -2.71 2.01 -0.57 -0.839
H -2.67 1.10 -0.98 0.532
H -1.81 2.34 -0.75 0.285
O -0.62 -2.07 -2.67 -0.770
H -0.98 -2.65 -3.34 0.286
H -0.25 -2.69 -1.98 0.418
O 0.43 -3.88 -0.96 -0.677
H 0.93 -3.62 -0.14 0.378
H 0.96 -4.57 -1.37 0.287
O -2.73 -0.50 -1.77 -0.682
H -1.89 -1.00 -2.00 0.404
H -3.18 -0.40 -2.59 0.289
O -0.93 0.87 3.70 -0.685
H -1.31 1.19 4.53 0.277
H -1.66 1.06 3.04 0.356
O 1.83 0.79 3.31 -0.698
H 0.84 0.79 3.34 0.372
H 2.07 1.69 3.53 0.296
O 1.91 -3.18 1.24 -0.770
H 2.39 -2.30 1.28 0.446
H 1.43 -3.19 2.07 0.297
O 1.70 -0.92 -3.77 -0.657
H 2.32 -0.90 -3.03 0.297
H 0.88 -1.32 -3.41 0.412
O 3.04 -0.72 1.32 -0.745
H 2.81 -0.23 0.53 0.311
H 2.63 -0.21 2.07 0.438
```

Results
Frontier orbital gap in eV: 9.28

x | C6H30O10 | ωB97M-V/def2-TZVPD

XYZ file:
```
46
Properties=species:S:1:pos:R:3:mulliken_charge:R:1
C 0.90 0.75 2.03 -1.420
C 0.97 0.00 0.92 0.408
C 0.35 0.56 -0.33 1.700
C 0.97 -0.09 -1.59 0.100
C 1.49 0.78 -2.40 -0.852
C 1.08 -1.53 -1.95 -0.652
H 0.45 1.70 2.18 0.345
H 1.28 0.25 2.95 0.244
H 1.35 -0.98 0.93 0.144
H 0.20 1.68 -0.40 -0.267
H -0.69 0.15 -0.25 -0.301
H 2.05 0.51 -3.30 0.304
H 1.40 1.91 -2.60 -0.175
H 0.32 -2.11 -1.34 0.129
H 2.08 -1.95 -1.77 0.157
H 0.78 -1.74 -2.97 0.458
O 3.71 -0.15 -0.30 -0.681
H 4.02 -0.35 0.58 0.310
H 3.20 -0.79 -0.83 0.237
O 2.86 2.40 -0.29 -0.747
H 2.94 1.44 -0.43 0.346
H 2.70 2.41 0.65 0.344
O -3.39 0.34 1.64 -0.738
H -3.87 0.79 0.90 0.359
H -2.63 0.99 1.55 0.469
O -1.52 -1.91 3.57 -0.709
H -0.73 -1.60 4.01 0.316
H -2.05 -1.15 3.37 0.329
O 0.58 3.47 -1.24 -0.658
H 0.84 3.51 -2.16 0.260
H 1.39 3.25 -0.80 0.441
O -2.89 -1.61 -0.12 -0.761
H -2.93 -0.71 0.41 0.369
H -3.58 -2.16 0.21 0.296
O -0.74 -2.83 1.11 -0.629
H -1.36 -2.25 0.60 0.224
H -0.95 -2.63 2.06 0.473
O -3.41 1.12 -1.92 -0.678
H -3.33 0.15 -1.99 0.330
H -3.08 1.47 -2.76 0.312
O -2.33 2.33 0.19 -0.719
H -2.59 1.74 -0.54 0.388
H -1.49 2.77 0.27 0.233
O 2.15 -3.00 0.82 -0.659
H 1.23 -3.23 1.23 0.317
H 2.29 -3.71 0.13 0.303
```

Results
Frontier orbital gap in eV: 9.38

How do the energies compare? Relative to the most stable structure, in kcal/mol: w 0.0; x 71.6.

w | C2Br2FN | ωB97M-V/def2-TZVPD

XYZ file:
```
6
Properties=species:S:1:pos:R:3:mulliken_charge:R:1
C 0.09 -0.17 -0.97 -0.113
C -0.33 -0.04 1.45 0.298
N 0.04 -0.07 -2.11 -0.329
F 0.92 0.40 1.68 -0.093
Br -0.68 -1.82 1.84 0.132
Br -1.64 1.32 1.66 0.105
```

Results
Frontier orbital gap in eV: 7.97

x | C2Br2FN | ωB97M-V/def2-TZVPD

XYZ file:
```
6
Properties=species:S:1:pos:R:3:mulliken_charge:R:1
C 2.38 -0.24 -0.65 -0.374
C -1.46 0.04 0.34 0.406
N 1.23 -0.19 -0.50 -0.303
F -1.03 0.23 1.53 -0.015
Br -1.87 -1.81 -0.25 0.112
Br -2.59 1.31 -0.29 0.173
```

Results
Frontier orbital gap (spin up / spin down) in eV: 4.99 / 4.99

How do the energies compare? Relative to the most stable structure, in kcal/mol: w 0.0; x 33.4.

w | C4H3N3 | ωB97M-V/def2-TZVPD

XYZ file:
```
10
Properties=species:S:1:pos:R:3:mulliken_charge:R:1
H 1.46 1.71 -0.92 0.260
N 0.56 1.38 -0.56 -0.570
C 0.67 0.27 0.06 0.583
C 1.93 -0.45 0.21 0.148
N 2.96 -0.97 0.26 -0.360
N -0.43 -0.25 0.77 -0.397
C -1.49 -1.02 0.04 -0.237
C -1.72 0.22 0.20 -0.166
H -1.70 -2.05 -0.19 0.356
H -2.23 1.17 0.13 0.385
```

Results
Frontier orbital gap in eV: 9.57

x | C4H3N3 | ωB97M-V/def2-TZVPD

XYZ file:
```
10
Properties=species:S:1:pos:R:3:mulliken_charge:R:1
N 2.81 0.21 0.77 -0.462
C 2.00 -0.42 0.23 0.429
C 0.73 -0.67 -0.36 0.047
N -0.23 -1.51 0.01 -0.488
C -1.34 -0.73 0.12 -0.314
C -1.05 0.59 -0.14 -0.165
N 0.23 0.64 -0.52 -0.113
H -2.30 -1.11 0.44 0.373
H -1.62 1.49 0.01 0.389
H 0.77 1.51 -0.56 0.306
```

Results
Frontier orbital gap in eV: 9.82

How do the energies compare? Relative to the most stable structure, in kcal/mol: w 67.3; x 0.0.

w | C21H32N4O3 | ωB97M-V/def2-TZVPD

XYZ file:
```
60
Properties=species:S:1:pos:R:3:mulliken_charge:R:1
C -6.18 1.28 -1.32 -1.264
C -4.70 1.63 -1.31 -0.362
C -3.88 0.68 -0.44 -0.620
C -2.39 1.03 -0.41 -0.687
C -1.57 0.02 0.40 -1.341
C -0.10 0.32 0.34 -0.203
C 0.62 0.77 1.36 -0.639
C 2.07 1.14 1.25 -0.241
C 2.87 0.70 2.47 0.802
O 2.32 0.52 3.54 -0.698
N 4.22 0.57 2.33 0.265
C 5.03 0.30 3.52 -0.882
C 6.19 -0.65 3.21 -1.002
C 5.69 -1.91 2.55 -0.137
C 6.45 -2.61 1.48 -0.974
C 5.20 -1.82 1.11 1.909
C 4.00 -2.69 0.89 -0.227
O 3.93 -3.82 1.33 -0.735
N 2.96 -2.15 0.20 0.114
C 1.79 -2.95 -0.07 -0.656
C 1.00 -2.38 -1.20 0.674
N -0.24 -2.59 -1.49 -0.592
C -0.42 -1.79 -2.60 0.936
C -1.72 -1.66 -3.30 -0.990
N 0.64 -1.13 -2.96 -0.712
O 1.61 -1.53 -2.03 -0.112
C 5.37 -0.51 0.35 -1.654
C 4.95 0.79 1.10 -1.207
H -6.75 1.97 -1.95 0.379
H -6.34 0.27 -1.71 0.314
H -6.60 1.32 -0.32 0.314
H -4.30 1.62 -2.33 0.305
H -4.56 2.66 -0.94 0.303
H -4.27 0.68 0.58 0.386
H -4.00 -0.34 -0.81 0.289
H -2.01 1.07 -1.44 0.333
H -2.25 2.03 0.01 0.453
H -1.90 0.02 1.44 0.461
H -1.75 -0.99 0.01 0.380
H 0.37 0.24 -0.64 0.302
H 0.18 0.88 2.34 0.368
H 2.48 0.76 0.31 0.283
H 2.17 2.23 1.21 0.421
H 5.41 1.24 3.92 0.269
H 4.36 -0.13 4.26 0.445
H 6.93 -0.16 2.58 0.352
H 6.69 -0.89 4.15 0.423
H 5.08 -2.55 3.18 0.439
H 7.39 -2.17 1.16 0.239
H 6.37 -3.68 1.43 0.335
H 3.04 -1.24 -0.22 0.022
H 2.10 -3.97 -0.32 0.478
H 1.13 -3.01 0.79 0.217
H -1.64 -0.94 -4.11 0.287
H -2.02 -2.63 -3.70 0.357
H -2.49 -1.34 -2.60 0.063
H 6.42 -0.41 0.06 0.495
H 4.84 -0.58 -0.60 0.558
H 4.38 1.44 0.44 0.502
H 5.85 1.36 1.35 0.465
```

Results
Frontier orbital gap in eV: 9.93

x | C21H32N4O3 | ωB97M-V/def2-TZVPD

XYZ file:
```
60
Properties=species:S:1:pos:R:3:mulliken_charge:R:1
C 3.22 -2.62 6.22 -1.298
C 2.10 -2.64 5.19 -0.325
C 1.98 -1.33 4.43 -0.843
C 0.86 -1.34 3.39 -0.573
C 0.79 -0.05 2.58 -1.374
C -0.25 -0.12 1.50 -0.147
C -1.29 0.69 1.39 -0.643
C -2.33 0.56 0.32 -0.481
C -2.59 1.90 -0.37 0.695
O -2.43 2.94 0.23 -0.701
N -3.00 1.86 -1.67 0.258
C -3.27 3.14 -2.34 -0.746
C -3.00 3.05 -3.84 -1.165
C -1.61 2.59 -4.15 -0.010
C -1.31 1.62 -5.25 -0.904
C -1.18 1.16 -3.82 1.544
C 0.24 1.13 -3.33 -0.062
O 1.19 1.41 -4.04 -0.724
N 0.41 0.81 -2.01 0.216
C 1.71 0.74 -1.41 -0.984
C 2.01 -0.61 -0.85 0.734
N 2.91 -0.91 0.03 -0.609
C 2.73 -2.27 0.18 0.949
C 3.54 -3.10 1.11 -0.997
N 1.78 -2.77 -0.55 -0.708
O 1.30 -1.66 -1.26 -0.036
C -2.15 0.12 -3.27 -1.064
C -3.32 0.65 -2.40 -1.343
H 3.30 -3.57 6.75 0.382
H 4.19 -2.44 5.73 0.316
H 3.07 -1.83 6.95 0.318
H 2.25 -3.46 4.48 0.296
H 1.15 -2.85 5.69 0.345
H 1.81 -0.51 5.13 0.515
H 2.93 -1.11 3.93 0.286
H 1.00 -2.19 2.71 0.303
H -0.10 -1.51 3.89 0.405
H 0.58 0.80 3.24 0.520
H 1.77 0.13 2.13 0.369
H -0.15 -0.95 0.80 0.420
H -1.42 1.51 2.08 0.370
H -2.04 -0.23 -0.38 0.317
H -3.29 0.24 0.75 0.506
H -4.30 3.45 -2.16 0.243
H -2.62 3.88 -1.88 0.480
H -3.73 2.40 -4.33 0.368
H -3.16 4.04 -4.27 0.447
H -0.83 3.32 -3.96 0.390
H -2.16 1.22 -5.79 0.248
H -0.40 1.74 -5.81 0.350
H -0.40 0.73 -1.41 -0.140
H 2.44 0.97 -2.20 0.514
H 1.84 1.46 -0.61 0.230
H 3.20 -4.13 1.08 0.289
H 4.59 -3.04 0.84 0.363
H 3.44 -2.71 2.13 0.056
H -2.58 -0.45 -4.09 0.568
H -1.58 -0.60 -2.68 0.242
H -3.64 -0.12 -1.71 0.556
H -4.19 0.86 -3.02 0.472
```

Results
Frontier orbital gap in eV: 10.09

How do the energies compare? Relative to the most stable structure, in kcal/mol: w 1.6; x 0.0.

w | C3H5N2O | ωB97M-V/def2-TZVPD

XYZ file:
```
11
Properties=species:S:1:pos:R:3:mulliken_charge:R:1
C -1.82 0.22 -0.01 -0.773
N -0.40 0.44 0.06 0.549
O -0.02 1.60 -0.12 -0.458
C 0.42 -0.60 0.14 -0.082
C 1.76 -0.37 0.04 0.186
N 2.91 -0.13 0.01 -0.037
H -2.29 0.98 -0.71 0.314
H -2.13 -0.92 -0.33 0.322
H -2.16 0.44 1.05 0.332
H -0.01 -1.62 0.32 0.355
H 3.73 -0.05 -0.46 0.291
```

Results
Frontier orbital gap (spin up / spin down) in eV: 9.08 / 9.08
Total charge: +1

x | C3H5N2O | ωB97M-V/def2-TZVPD

XYZ file:
```
11
Properties=species:S:1:pos:R:3:mulliken_charge:R:1
C -0.93 -1.05 0.01 -0.685
N 0.07 -0.10 0.03 -0.040
C 0.68 0.94 0.02 0.172
C 2.24 1.02 0.00 -0.326
N 2.87 -0.04 0.00 0.442
O 2.87 -1.20 0.00 -0.334
H -0.86 -1.58 -0.94 0.310
H -0.79 -1.77 0.82 0.299
H -1.92 -0.59 0.11 0.363
H 0.31 1.96 0.03 0.420
H 2.69 1.99 -0.02 0.379
```

Results
Frontier orbital gap (spin up / spin down) in eV: 6.80 / 9.60
Total charge: +1

How do the energies compare? Relative to the most stable structure, in kcal/mol: w 0.0; x 32.6.

w | C5H8N3 | ωB97M-V/def2-TZVPD

XYZ file:
```
16
Properties=species:S:1:pos:R:3:mulliken_charge:R:1
C 2.30 0.69 0.18 -0.722
C 1.56 -0.22 -0.44 -0.228
C 0.32 -0.84 0.09 -0.978
C -1.01 -0.52 -0.68 0.252
N -2.15 -1.09 -0.01 -0.332
C -2.90 -0.09 0.31 -0.064
N -2.21 1.10 0.02 0.201
N -1.13 0.87 -0.63 -0.193
H 3.16 1.04 -0.34 0.290
H 1.93 1.30 0.98 0.280
H 1.81 -0.58 -1.32 0.461
H 0.58 -1.96 0.16 0.353
H 0.21 -0.61 1.06 0.504
H -0.80 -0.83 -1.65 0.469
H -3.84 -0.27 0.74 0.458
H -2.62 1.98 0.29 0.250
```

Results
Frontier orbital gap in eV: 7.03
Total charge: +1

x | C5H8N3 | ωB97M-V/def2-TZVPD

XYZ file:
```
16
Properties=species:S:1:pos:R:3:mulliken_charge:R:1
C -2.54 -0.82 0.19 -0.242
N -2.13 0.34 0.17 0.522
N -1.47 1.26 0.08 -0.416
C -0.12 1.00 -0.59 0.182
C 1.05 1.34 0.35 -0.535
C 1.70 0.01 0.58 -0.410
C 1.10 -0.96 -0.15 -0.519
N 0.08 -0.41 -0.95 -0.242
H -2.58 -1.43 1.08 0.289
H -3.34 -1.07 -0.54 0.297
H -0.25 1.73 -1.38 0.303
H 0.81 1.73 1.46 0.285
H 1.77 2.24 -0.06 0.311
H 2.57 -0.25 1.16 0.414
H 1.05 -1.97 -0.17 0.465
H -0.50 -0.94 -1.65 0.295
```

Results
Frontier orbital gap in eV: 7.37
Total charge: +1

How do the energies compare? Relative to the most stable structure, in kcal/mol: w 0.0; x 12.5.

w | C5H6S2 | ωB97M-V/def2-TZVPD

XYZ file:
```
13
Properties=species:S:1:pos:R:3:mulliken_charge:R:1
C -1.27 -0.70 0.19 -0.356
C -0.98 0.43 -0.66 -0.222
C 1.61 0.15 -0.65 -0.169
C 1.02 -1.00 -0.97 -0.629
C -0.46 -0.85 -1.12 -0.130
H -0.93 1.11 2.40 0.126
H -2.32 -0.98 0.32 0.361
H -1.74 0.95 -1.20 0.407
H 2.74 0.26 -0.49 0.316
H 1.53 -1.91 -1.37 0.318
H -1.00 -1.52 -1.80 0.385
S -0.36 -0.59 1.86 -0.251
S 0.50 1.46 -0.53 -0.156
```

Results
Frontier orbital gap in eV: 8.06

x | C5H6S2 | ωB97M-V/def2-TZVPD

XYZ file:
```
13
Properties=species:S:1:pos:R:3:mulliken_charge:R:1
S -2.92 0.56 0.31 -0.169
C -1.61 0.07 -0.83 -0.722
C -0.21 0.15 -0.31 0.452
C 0.48 -0.81 0.33 -0.597
C 1.80 -0.43 0.60 -0.445
C 2.12 0.82 0.23 -0.476
S 0.71 1.53 -0.61 -0.151
H -2.65 -0.21 1.26 0.101
H -1.63 0.68 -1.72 0.390
H -1.67 -0.93 -1.06 0.335
H 0.03 -1.71 0.53 0.499
H 2.49 -1.09 1.04 0.392
H 3.06 1.37 0.24 0.391
```

Results
Frontier orbital gap in eV: 9.67

How do the energies compare? Relative to the most stable structure, in kcal/mol: w 70.3; x 0.0.